(1)
ORCA calculation (wB97M-V/def2-TZVPD) on a molecular structure, C24H61AlBr2FN4O7P2 at a distorted geometry.

Structure (XYZ):
```
102
C24H61AlBr2FN4O7P2 wB97M-V/def2-TZVPD
C 6.7120 -3.8424 4.9667
C 5.8893 -2.6780 4.2613
Br 6.8445 -0.9582 4.0845
C 4.6001 -2.8084 3.7635
Br 3.7772 -4.6265 3.9611
Al 3.4690 -1.3750 2.8412
F 2.5553 -0.4220 4.1342
C 4.4675 -0.2153 1.5006
C 4.2395 1.3505 1.6589
C 4.5223 1.9257 3.1125
C 3.2213 2.5973 3.7898
C 5.6598 3.0567 3.0033
P 1.8102 -2.5663 1.6235
P -0.0319 -1.4355 1.4927
O -0.1935 -0.3369 2.5342
O -1.3516 -2.5188 1.6914
O -0.2416 -0.7909 -0.0780
H 7.3466 -4.3412 4.1771
H 6.0603 -4.5552 5.5367
H 7.4034 -3.3236 5.7055
H 5.5756 -0.4826 1.4527
H 4.0664 -0.4890 0.4654
H 4.9903 1.8601 0.9642
H 3.2222 1.7054 1.3240
H 4.8946 1.1714 3.8577
H 3.0480 2.0971 4.7958
H 2.3191 2.3823 3.1490
H 3.3699 3.6955 4.0039
H 6.0254 3.3970 4.0184
H 6.5665 2.6963 2.4336
H 5.2528 3.9509 2.4263
H 2.3962 -2.7462 0.3168
H -1.3114 -2.7966 2.6267
H -0.8122 0.0154 -0.0214
C -2.1383 2.8464 -2.2809
C -2.6746 2.8711 -0.8528
C -3.1665 4.2608 -0.4046
O -2.1250 5.1745 -0.0802
C -1.5358 5.8151 -1.1978
N -1.6485 2.3446 0.0516
H -1.1402 3.2796 -2.3619
H -2.0648 1.8168 -2.6402
H -2.8017 3.3890 -2.9611
H -3.5353 2.1948 -0.8207
H -3.7405 4.1319 0.5178
H -3.8537 4.7018 -1.1384
H -2.2621 6.0083 -1.9927
H -0.7023 5.2218 -1.5790
H -1.1299 6.7715 -0.8606
H -2.0475 2.2672 0.9858
H -0.9346 3.0646 0.1543
C -1.8727 -5.5987 0.0990
C -0.7850 -5.0581 -0.8232
C -0.6045 -5.8826 -2.1134
O 0.0929 -7.1109 -1.9369
C -0.7045 -8.1740 -1.4487
N 0.4673 -4.9507 -0.0675
H -1.5517 -6.4831 0.6527
H -2.1473 -4.8443 0.8390
H -2.7746 -5.8573 -0.4643
H -1.0894 -4.0494 -1.1228
H 0.0098 -5.2959 -2.8034
H -1.5636 -6.0533 -2.6195
H -1.7297 -8.1280 -1.8272
H -0.7011 -8.1798 -0.3571
H -0.2543 -9.1117 -1.7829
H 1.1636 -4.4944 -0.6522
H 0.8335 -5.8950 0.0504
C 2.9941 1.8534 -6.5638
C 3.0642 2.4359 -5.1553
C 1.8260 2.1202 -4.2944
O 0.6774 2.8995 -4.6085
C -0.0607 2.4330 -5.7233
N 3.3038 3.8813 -5.2496
H 2.3336 2.4223 -7.2204
H 3.9837 1.8626 -7.0269
H 2.6459 0.8172 -6.5444
H 3.9276 1.9788 -4.6612
H 2.0682 2.3639 -3.2556
H 1.5841 1.0508 -4.3133
H -0.0501 1.3421 -5.7978
H 0.3183 2.8823 -6.6438
H -1.0954 2.7611 -5.6010
H 3.4527 4.2493 -4.3126
H 2.4287 4.3142 -5.5420
C -5.3882 -0.0740 0.6813
C -5.3133 0.5046 2.0909
C -6.5448 0.1794 2.9576
O -7.7008 0.9525 2.6531
C -8.4433 0.4859 1.5409
N -5.0825 1.9517 1.9997
H -6.0561 0.4934 0.0299
H -4.4011 -0.0579 0.2131
H -5.7300 -1.1122 0.6993
H -4.4443 0.0509 2.5781
H -6.2979 0.4212 3.9959
H -6.7801 -0.8918 2.9360
H -8.4270 -0.6047 1.4625
H -8.0722 0.9399 0.6200
H -9.4792 0.8075 1.6706
H -4.9300 2.3182 2.9369
H -5.9616 2.3816 1.7138
```

Properties
charge: -1
HOMO energy: -4.676 eV
ΔE to the lowest compared entry with this formula, charge and spin: 161.39 kJ/mol

Here are the Mulliken charges for atoms 1 to 5, given in e: -1.172 0.126 -0.204 0.305 -0.264


(2)
ORCA calculation (wB97M-V/def2-TZVPD) on a molecular structure, C24H61AlO15S2 at a distorted geometry.

Structure (XYZ):
```
103
C24H61AlO15S2 wB97M-V/def2-TZVPD
Al -0.3535 0.1232 -0.1452
C -3.2516 4.9786 0.5008
C -2.4892 4.0591 -0.4149
O -1.9941 2.8749 0.1614
H -3.9128 4.3894 1.1361
H -3.8070 5.7075 -0.0894
H -2.5848 5.4933 1.1926
H -1.7650 4.7448 -0.8546
H -3.1693 3.7587 -1.2119
C -1.9369 -4.7515 -0.7677
C -1.0027 -4.2015 0.2993
O -0.5991 -2.8522 0.1698
H -2.9142 -4.2991 -0.5999
H -2.0381 -5.8367 -0.7532
H -1.6387 -4.5707 -1.8004
H -0.1173 -4.8360 0.3392
H -1.4760 -4.3735 1.2660
C 3.1709 0.0351 -3.9061
C 2.7307 -0.1814 -2.5108
O 1.4175 -0.7535 -2.4417
H 2.5823 0.8636 -4.3003
H 3.1917 -0.8664 -4.5185
H 4.1708 0.4484 -3.7736
H 2.7395 0.7756 -1.9892
H 3.4743 -0.7689 -1.9723
C -4.0643 -1.4807 0.9244
O -3.0935 -0.4360 1.0343
C -3.0126 0.1161 2.3489
C -2.2359 -0.8561 3.3252
O -0.9131 -1.0293 2.8609
C -0.1989 -1.9317 3.6528
H -3.5987 -2.0843 0.1453
H -4.9175 -1.0164 0.4297
H -4.2565 -2.1532 1.7603
H -4.0248 0.1927 2.7461
H -2.5409 1.0919 2.2332
H -2.8709 -1.7228 3.5089
H -2.1427 -0.4110 4.3158
H -0.1926 -1.5995 4.6909
H 0.8551 -2.0866 3.4221
H -0.6339 -2.9305 3.6166
C 1.6437 3.5785 -0.3488
O 1.6416 2.2608 0.3113
C 2.9826 1.8574 0.7921
C 2.8428 0.7467 1.8418
O 2.0289 -0.3575 1.3123
C 2.7673 -1.5879 1.2962
H 2.2093 3.6277 -1.2792
H 2.0624 4.3783 0.2621
H 0.6098 3.8922 -0.4928
H 3.6213 2.6464 1.1890
H 3.4731 1.5041 -0.1149
H 2.3549 1.1896 2.7101
H 3.8237 0.4038 2.1709
H 3.1579 -1.7701 2.2974
H 3.6146 -1.5115 0.6148
H 2.1302 -2.4658 1.1888
C -2.4987 -1.4538 -3.1249
O -2.4456 -0.4517 -2.1608
C -3.0864 0.7756 -2.5434
C -2.1492 1.6684 -3.3946
O -0.8807 1.6888 -2.7377
C 0.0838 2.3533 -3.6028
H -2.0287 -1.1540 -4.0616
H -3.5584 -1.6824 -3.2382
H -2.1077 -2.3961 -2.7412
H -3.3184 1.2897 -1.6107
H -4.0322 0.6368 -3.0672
H -2.5813 2.6674 -3.3369
H -2.0300 1.3249 -4.4222
H -0.3219 3.2803 -4.0079
H 0.2948 1.6804 -4.4340
H 0.9903 2.6419 -3.0709
O 1.9296 -5.0604 -5.6880
S 1.2235 -4.8516 -4.4075
O 0.2079 -5.7539 -3.8473
O 2.4360 -4.7349 -3.3154
C 2.1471 -4.3854 -1.9907
C 3.2805 -4.9932 -1.1250
C 0.5377 -3.0914 -4.2072
H 1.2221 -4.9111 -1.7539
H 2.1476 -3.3058 -1.8408
H 3.2808 -6.0820 -1.1764
H 3.3068 -4.6112 -0.1045
H 4.2410 -4.7792 -1.5938
H -0.2549 -2.9349 -4.9388
H 1.3444 -2.3610 -4.2699
H 0.1787 -3.0896 -3.1780
O 0.0324 1.4376 2.5242
S -0.1762 2.3424 3.6520
O -0.9581 1.8916 4.8422
O 1.2738 2.9176 4.1572
C 1.3168 3.8478 5.2122
C 2.6407 3.5374 5.8762
C -0.9106 4.0093 3.0890
H 0.5610 3.8135 5.9968
H 1.2760 4.7888 4.6636
H 3.3966 3.3115 5.1241
H 2.6134 2.8395 6.7130
H 2.8161 4.5098 6.3363
H -0.9314 4.5507 4.0348
H -1.8518 3.7854 2.5868
H -0.2063 4.4778 2.4016
```

Properties
charge: 0
HOMO energy: -7.391 eV

Here are the Mulliken charges for atoms 1 to 5, given in e: 1.208 -1.566 -0.166 -0.195 0.347


(3)
ORCA calculation (wB97M-V/def2-TZVPD) on 4 unconnected molecules or ions with the total composition C24H61BBrN4O.

Structure (XYZ):
```
92
C24H61BBrN4O wB97M-V/def2-TZVPD
N 2.5182 2.0878 6.9528
C 1.4380 1.3270 6.3147
C 0.1592 2.1368 6.0058
O -0.3890 1.6984 4.7463
C 0.3229 3.6529 6.0322
B 1.0134 4.3538 4.7003
C 2.3454 3.5600 4.0928
C 2.4193 3.7213 2.5662
C 1.3604 2.8919 1.8697
Br 1.8146 0.9708 1.8751
H 3.0327 2.6084 6.2569
H 3.1527 1.4577 7.4192
H 1.2072 0.4852 6.9709
H 1.7844 0.8771 5.3743
H -0.6015 1.8356 6.7365
H 0.2878 1.2377 4.2499
H 0.8760 3.9405 6.9266
H -0.6850 4.0667 6.1569
H 0.1881 4.5016 3.7922
H 1.3861 5.4966 5.0149
H 2.3390 2.4821 4.2810
H 3.2771 3.9573 4.5091
H 3.4023 3.4750 2.1516
H 2.1891 4.7631 2.3235
H 1.2209 3.1536 0.8236
H 0.4115 2.9606 2.3931
C 3.8706 -2.5462 -4.7570
C 3.8902 -1.3473 -3.8215
N 2.8706 -1.4117 -2.7963
C 2.6541 -0.1481 -2.1071
C 3.8048 0.4284 -1.2796
C 2.8960 -2.5981 -1.9596
C 4.1928 -2.9152 -1.2034
H 2.8691 -2.6978 -5.1647
H 4.5561 -2.3763 -5.5892
H 4.1817 -3.4671 -4.2618
H 3.6941 -0.4500 -4.4156
H 4.9083 -1.2300 -3.4148
H 1.7803 -0.2616 -1.4611
H 2.3693 0.5871 -2.8678
H 3.9668 -0.1287 -0.3596
H 3.5636 1.4499 -0.9840
H 4.7418 0.4581 -1.8402
H 2.6457 -3.4595 -2.5858
H 2.0748 -2.5110 -1.2450
H 5.0671 -2.8553 -1.8540
H 4.1480 -3.9334 -0.8107
H 4.3529 -2.2462 -0.3599
C 0.8801 -0.2303 -5.9813
C 0.7493 -0.9535 -7.3128
N -0.3207 -1.9338 -7.3232
C -0.2667 -2.8452 -8.4492
C -0.4587 -2.2685 -9.8579
C -1.6348 -1.4327 -6.9620
C -2.2076 -0.2669 -7.7787
H 0.9649 -0.9410 -5.1572
H 1.7784 0.3889 -5.9854
H 0.0344 0.4292 -5.7829
H 1.6808 -1.4924 -7.5094
H 0.6514 -0.2057 -8.1173
H -1.0095 -3.6302 -8.2815
H 0.7075 -3.3434 -8.4124
H -1.4920 -1.9784 -10.0449
H -0.1929 -3.0224 -10.6021
H 0.1775 -1.3999 -10.0304
H -1.6021 -1.1306 -5.9127
H -2.3293 -2.2758 -6.9979
H -1.4809 0.5375 -7.9004
H -3.0722 0.1525 -7.2607
H -2.5389 -0.5762 -8.7693
C -5.4709 1.6484 5.7104
C -5.7300 0.1795 5.4100
N -5.1579 -0.2460 4.1481
C -5.6424 -1.5332 3.6954
C -5.3177 -2.7708 4.5432
C -3.7263 -0.0071 4.0016
C -2.7852 -0.6065 5.0494
H -5.7890 2.2731 4.8749
H -6.0306 1.9489 6.5979
H -4.4174 1.8493 5.9040
H -6.8111 0.0187 5.3460
H -5.3786 -0.4228 6.2643
H -5.2702 -1.6923 2.6794
H -6.7322 -1.4562 3.6068
H -4.2679 -3.0505 4.4711
H -5.9087 -3.6212 4.1937
H -5.5577 -2.6146 5.5956
H -3.5637 1.0720 3.9836
H -3.4339 -0.3555 3.0080
H -3.1353 -0.4174 6.0661
H -1.8065 -0.1337 4.9538
H -2.6547 -1.6829 4.9288
```

Properties
charge: -1
HOMO energy: -4.818 eV

Here are the Mulliken charges for atoms 1 to 5, given in e: -0.639 -0.708 0.507 -0.506 -1.456


(4)
ORCA calculation (wB97M-V/def2-TZVPD) on a molecular structure, C24H61FN3O8Pb at a distorted geometry.

Structure (XYZ):
```
98
C24H61FN3O8Pb wB97M-V/def2-TZVPD
Pb -11.3151 -3.9692 -16.4980
F -13.7550 -4.0058 -16.7200
C -17.9690 -0.9603 -18.3912
C -16.5707 -1.5777 -18.6521
C -16.4628 -2.9520 -18.0188
O -16.5037 -1.6999 -20.0893
H -18.3057 -0.2250 -19.1131
H -18.0740 -0.5343 -17.3821
H -18.6879 -1.7790 -18.2519
H -15.9098 -0.7645 -18.3522
H -15.8323 -3.5840 -18.6444
H -17.4433 -3.4327 -18.0893
H -16.1331 -2.9362 -16.9835
H -17.3499 -2.0426 -20.3931
C -16.3362 -6.5769 -15.1099
C -16.7952 -5.1594 -14.8051
C -17.8018 -5.0309 -13.6885
O -15.6477 -4.3336 -14.4647
H -15.7016 -7.0529 -14.3700
H -15.8866 -6.5894 -16.1111
H -17.2307 -7.1755 -15.3303
H -17.1946 -4.7146 -15.7240
H -17.8469 -3.9886 -13.3655
H -17.3469 -5.5013 -12.8064
H -18.7900 -5.4273 -13.8900
H -15.1678 -4.2477 -15.3066
C -8.6381 -1.4239 -17.3408
O -8.8916 -2.6039 -16.5947
C -7.7331 -3.4202 -16.5230
C -8.0566 -4.5464 -15.5538
N -9.2045 -5.3924 -15.9031
C -8.9418 -6.3075 -17.0348
C -10.1824 -7.1395 -17.3046
O -11.3644 -6.3497 -17.2811
C -12.4740 -7.0197 -17.9057
H -7.9074 -0.8144 -16.7957
H -9.5583 -0.8435 -17.3726
H -8.2651 -1.6308 -18.3443
H -6.9120 -2.8230 -16.1165
H -7.4460 -3.8542 -17.4902
H -8.3479 -4.0498 -14.6214
H -7.1746 -5.1604 -15.3307
H -9.3694 -5.9671 -15.0774
H -8.0366 -6.8871 -16.8120
H -8.6421 -5.6918 -17.8893
H -10.2744 -7.9318 -16.5507
H -10.0631 -7.6639 -18.2589
H -12.4967 -8.0684 -17.6263
H -12.4846 -6.8079 -18.9777
H -13.3441 -6.4695 -17.5335
C -9.3965 -7.5475 -12.9509
O -10.3932 -6.8744 -13.7226
C -11.6706 -7.0399 -13.1643
C -12.7232 -6.2803 -13.9282
N -12.3869 -4.9209 -14.3947
C -12.4957 -3.9774 -13.2546
C -12.5072 -2.5296 -13.7496
O -11.2863 -2.2697 -14.4464
C -10.2552 -1.6684 -13.7208
H -9.7732 -8.4134 -12.4088
H -9.0194 -6.7539 -12.2988
H -8.5434 -7.9095 -13.5277
H -11.7354 -6.7171 -12.1113
H -11.9516 -8.0998 -13.1130
H -13.6810 -6.2646 -13.3890
H -13.1028 -6.8314 -14.8012
H -13.2144 -4.7109 -14.9768
H -11.7132 -4.2377 -12.5424
H -13.4748 -4.0250 -12.7526
H -12.6008 -1.8693 -12.8836
H -13.3401 -2.3633 -14.4324
H -9.3877 -1.3611 -14.2996
H -9.8120 -2.3754 -12.9929
H -10.5981 -0.8347 -13.0982
C -9.7448 -4.9152 -22.9878
O -10.0794 -4.7017 -21.6312
C -9.9344 -3.3450 -21.2791
C -10.0257 -3.2644 -19.7710
N -11.1844 -3.9604 -19.1899
C -12.4918 -3.3095 -19.5317
C -12.7259 -1.9559 -18.8459
O -12.0280 -1.7207 -17.6276
C -12.5023 -0.5788 -16.9727
H -10.4503 -4.3645 -23.6208
H -9.8758 -5.9708 -23.2311
H -8.7147 -4.6855 -23.2750
H -10.6809 -2.7207 -21.7852
H -8.9536 -2.9407 -21.5609
H -10.1610 -2.2031 -19.5255
H -9.0789 -3.5401 -19.3025
H -11.2773 -4.8067 -19.7559
H -13.1842 -4.0976 -19.2229
H -12.7464 -3.1555 -20.5862
H -13.8014 -1.8028 -18.7284
H -12.4157 -1.2111 -19.5938
H -12.9792 0.1398 -17.6443
H -11.7180 -0.0878 -16.3952
H -13.2774 -0.7843 -16.2188
```

Properties
charge: +1
HOMO energy: -10.792 eV
ΔE to the lowest compared entry with this formula, charge and spin: 48.45 kJ/mol

Here are the Mulliken charges for atoms 1 to 5, given in e: 1.813 -0.580 -1.566 0.559 -1.314


Let's list LUMO energy in order: 2.19; -3.91; 2.19; -1.63 eV.